Entry 1:
# C53H50F3N7

10 unconnected molecules or ions with the total composition C53H50F3N7 at a distorted geometry (ωB97M-V/def2-TZVPD, the Open Molecules 2025 dataset).

Molecular weight in g/mol: 842.0
Frontier orbital gap in eV: 9.63
DFT total energy in Eh: -2732.32724
Maximum force in Eh/bohr: 0.06058
Relative energy (zero: lowest compared OMol25 entry of this formula, charge and spin) in kcal/mol: 14.07
SMILES: Fc1ccccc1.Fc1ccccc1.Fc1ccccc1.c1ccncc1.c1ccncc1.c1ccncc1.c1ccncc1.c1ccncc1.c1ccncc1.c1ccncc1

```
! wB97M-V def2-TZVPD RIJCOSX def2/J DEFGRID3
* xyz 0 1
N 2.5885 -2.8529 -7.1173
C 3.7095 -3.0676 -7.8622
C 4.7138 -3.8510 -7.3449
C 4.6546 -4.3247 -6.0417
C 3.5301 -3.9697 -5.2625
C 2.5560 -3.1814 -5.8492
H 3.6771 -2.7093 -8.8805
H 5.6177 -3.9592 -7.9260
H 5.4473 -4.8629 -5.5433
H 3.5026 -4.3471 -4.2509
H 1.6400 -2.9430 -5.3292
N -4.6164 2.7358 -7.2821
C -4.8552 1.5496 -7.8536
C -6.1008 1.2323 -8.4443
C -7.1793 2.0935 -8.3023
C -6.8909 3.3931 -7.7959
C -5.6197 3.6355 -7.3262
H -3.9977 0.9117 -8.0091
H -6.1782 0.2637 -8.9159
H -8.1695 1.7911 -8.6097
H -7.6740 4.1290 -7.6876
H -5.3301 4.6064 -6.9522
N 3.6273 10.0162 -5.9255
C 3.4230 9.7862 -7.2659
C 2.5394 8.8535 -7.7601
C 1.7119 8.2293 -6.8465
C 1.8971 8.4044 -5.4506
C 2.8774 9.2777 -5.0334
H 4.1165 10.2797 -7.9306
H 2.4147 8.6237 -8.8079
H 1.0331 7.4606 -7.1853
H 1.2623 7.8465 -4.7782
H 3.1154 9.4627 -3.9964
N 1.8702 -5.7699 8.4033
C 1.2010 -6.3090 7.3547
C 0.0020 -5.7555 6.8375
C -0.4812 -4.5743 7.3470
C 0.1794 -3.9974 8.4008
C 1.2838 -4.6532 8.9306
H 1.5595 -7.2310 6.9213
H -0.4220 -6.2500 5.9760
H -1.2856 -4.0102 6.8985
H -0.1609 -3.0188 8.7059
H 1.7506 -4.2025 9.7939
N -5.3195 -5.8009 0.2160
C -4.4348 -5.9637 -0.7655
C -4.6695 -5.3066 -1.9756
C -5.8343 -4.6159 -2.2238
C -6.6859 -4.4613 -1.1520
C -6.4070 -5.0221 0.0801
H -3.4718 -6.4270 -0.6095
H -3.8724 -5.3738 -2.7013
H -6.0777 -4.2355 -3.2049
H -7.6215 -3.9218 -1.1462
H -7.2283 -4.9623 0.7789
N -8.5737 -1.1574 5.7623
C -7.7319 -1.3292 6.8168
C -8.1296 -1.9027 8.0519
C -9.4579 -2.3337 8.1959
C -10.3400 -2.1078 7.0973
C -9.8510 -1.4914 5.9107
H -6.7512 -0.8997 6.6744
H -7.3784 -1.9974 8.8220
H -9.8187 -2.7372 9.1305
H -11.3932 -2.3278 7.1901
H -10.5439 -1.3231 5.0996
N -2.7794 6.2839 5.7033
C -3.7475 5.7626 4.9507
C -4.9663 5.3871 5.5236
C -5.2352 5.6740 6.9062
C -4.2355 6.2230 7.6299
C -3.0011 6.4517 7.0552
H -3.5818 5.7140 3.8846
H -5.7545 4.9938 4.8987
H -6.2071 5.5247 7.3531
H -4.3606 6.3010 8.6998
H -2.1929 6.9560 7.5639
F 1.7281 -0.5882 0.1162
C 0.4412 -0.1705 0.1289
C -0.0236 0.9426 -0.6305
C -1.3480 1.2991 -0.5614
C -2.2130 0.5474 0.2068
C -1.7854 -0.5482 0.9835
C -0.4297 -0.8758 0.9833
H 0.6604 1.4431 -1.2999
H -1.6973 2.0854 -1.2141
H -3.2263 0.9210 0.1957
H -2.4075 -1.2470 1.5231
H -0.1431 -1.7416 1.5617
F 10.4992 -7.2777 3.7979
C 9.7157 -6.1579 3.9731
C 9.3224 -5.4108 2.8786
C 8.5311 -4.3045 3.1041
C 8.1497 -3.9259 4.3613
C 8.6307 -4.6119 5.4514
C 9.4481 -5.6896 5.2779
H 9.5897 -5.7468 1.8876
H 8.1987 -3.7570 2.2345
H 7.4463 -3.1174 4.4951
H 8.5013 -4.3074 6.4795
H 9.8030 -6.1432 6.1915
F 9.3845 1.3358 -5.3189
C 8.9478 2.3634 -4.5197
C 8.1772 2.0014 -3.4145
C 7.6701 3.0190 -2.6197
C 8.0530 4.3549 -2.8445
C 8.7833 4.7658 -3.9535
C 9.1413 3.7152 -4.8103
H 7.9873 0.9839 -3.1060
H 7.1034 2.7164 -1.7516
H 7.6900 5.0787 -2.1298
H 9.0394 5.7852 -4.2019
H 9.7450 3.9477 -5.6752
*
```

These are the Löwdin partial charges, in e, on atoms 1 to 8:
1 N 0.043
2 C -0.128
3 C -0.094
4 C -0.069
5 C -0.065
6 C -0.181
7 H 0.101
8 H 0.097

Entry 2:
# C18H43CrF6NO6S2Si2

A molecular structure, C18H43CrF6NO6S2Si2 at a distorted geometry (ωB97M-V/def2-TZVPD, the Open Molecules 2025 dataset).

Molecular weight in g/mol: 655.8
<S²>: 6.035
Frontier orbital gap (spin up / spin down) in eV: 8.43 / 8.98
DFT total energy in Eh: -4236.81959
Maximum force in Eh/bohr: 0.03557
Relative energy (zero: lowest compared OMol25 entry of this formula, charge and spin) in kcal/mol: 0.00

```
! wB97M-V def2-TZVPD RIJCOSX def2/J DEFGRID3
* xyz 0 5
O 1.0805 1.6528 -0.8017
O 4.9349 0.1113 -3.9017
C 0.5944 2.4495 -1.9368
C -0.0698 3.7482 -1.5359
H -0.0995 1.7860 -2.4580
H 1.4607 2.6325 -2.5792
H -0.8932 3.5791 -0.8380
H -0.4777 4.2097 -2.4365
H 0.6327 4.4593 -1.0941
C 1.8803 2.4627 0.1499
C 3.1898 2.8373 -0.4858
H 2.0194 1.8247 1.0294
H 1.2757 3.3252 0.4417
H 3.7292 1.9314 -0.7809
H 3.8088 3.3972 0.2191
H 3.0454 3.4670 -1.3676
C 5.9192 -0.8982 -3.6287
C 5.3228 1.1384 -4.8250
C 6.6284 -0.6962 -2.2982
H 6.6740 -0.9393 -4.4336
H 5.3573 -1.8412 -3.6181
H 7.2009 0.2387 -2.2866
H 7.3285 -1.5258 -2.1625
H 5.9277 -0.6929 -1.4556
C 6.5820 1.9075 -4.4519
H 4.4552 1.8064 -4.8577
H 5.4624 0.6995 -5.8285
H 6.5127 2.3597 -3.4573
H 6.7079 2.7131 -5.1807
H 7.4815 1.2820 -4.4970
H 2.6191 -1.1888 -3.9789
Cr -0.0693 0.0385 -0.2517
C 2.1565 -2.1680 -4.1842
Si 1.8417 -2.4893 -6.0229
H 2.8641 -2.9209 -3.7992
H 1.2244 -2.2895 -3.6183
C 1.4263 -0.8551 -6.8645
C 0.4137 -3.6930 -6.2978
C 3.3951 -3.2123 -6.8200
C -1.7600 0.1329 -1.3696
Si -3.3398 -0.8740 -1.1074
H -1.3575 0.0706 -2.4086
H -2.1237 1.1788 -1.2901
C -3.5567 -2.1655 -2.4525
C -4.7283 0.3977 -1.2450
C -3.5384 -1.7348 0.5381
H 3.2105 -3.5089 -7.8628
H 3.7410 -4.1042 -6.2787
H 4.2167 -2.4832 -6.8245
H 0.4419 -0.4917 -6.5391
H 1.4000 -0.9652 -7.9586
H 2.1713 -0.0863 -6.6200
H -0.4577 -3.4379 -5.6801
H 0.7091 -4.7229 -6.0535
H 0.0863 -3.6865 -7.3482
H -4.5176 1.1000 -2.0602
H -4.8282 0.9804 -0.3207
H -5.7000 -0.0653 -1.4490
H -3.5408 -1.0383 1.3833
H -2.7266 -2.4474 0.7099
H -4.4860 -2.2900 0.5641
H -4.5633 -2.6028 -2.4347
H -2.8402 -2.9866 -2.3331
H -3.4044 -1.7299 -3.4469
F 4.0396 -0.9406 2.3683
C 3.1607 -0.3842 3.2466
F 3.4384 -0.8333 4.4871
F 3.3157 0.9638 3.2281
S 1.4567 -0.8857 2.6364
O 1.4848 -0.6194 1.1637
O 1.3386 -2.2488 3.0753
N 0.4510 0.1549 3.3342
S -0.9342 0.2865 2.5300
O -0.7530 1.2170 1.3904
O -1.4631 -1.0324 2.2191
C -2.2955 1.0824 3.5804
F -1.8773 2.1071 4.3260
F -3.2146 1.5403 2.6828
F -2.8910 0.1714 4.3673
*
```

These are the Löwdin partial charges, in e, on atoms 1 to 8:
1 O -0.293
2 O -0.194
3 C -0.216
4 C -0.059
5 H 0.093
6 H 0.117
7 H 0.091
8 H 0.090

Entry 3:
# C20H38F3N5O11P

5 unconnected molecules or ions with the total composition C20H38F3N5O11P at a distorted geometry (ωB97M-V/def2-TZVPD, the Open Molecules 2025 dataset).

Molecular weight in g/mol: 612.5
Frontier orbital gap in eV: 6.88
DFT total energy in Eh: -2527.35676
Maximum force in Eh/bohr: 0.04554

```
! wB97M-V def2-TZVPD RIJCOSX def2/J DEFGRID3
* xyz -1 1
C 2.2619 -4.1344 0.0963
C 1.0140 -3.3355 0.5319
O 0.2301 -3.0910 -0.6538
C 1.4207 -1.9463 1.0819
C 1.5471 -1.8071 2.5808
C 1.8456 -0.2402 2.7458
O 3.0323 0.1487 2.7715
O 0.8457 0.4611 2.8409
O 0.3575 -1.9801 3.3910
C 0.8284 -1.9023 4.6455
O 0.2032 -1.7264 5.6535
O 2.2198 -2.0282 4.6795
C 2.5080 -2.6363 3.3931
P 2.1034 -4.5143 3.6830
N 2.2680 -4.7411 5.3943
O 0.4647 -4.7280 3.4541
C 4.0326 -2.5777 3.0457
F 4.3242 -1.8433 1.9910
F 4.4990 -3.8054 2.7399
F 4.7506 -2.1643 4.0780
H 3.1816 -3.5623 0.1717
H 2.3758 -5.0851 0.6111
H 2.1445 -4.3855 -0.9563
H 0.3557 -3.8822 1.1942
H 0.7538 -2.5154 -1.2166
H 2.3322 -1.6426 0.5812
H 0.6447 -1.2469 0.7771
H 2.8962 -4.0525 5.7972
H 1.3428 -4.6403 5.8053
H 0.3797 -5.6721 3.3034
C -3.6323 -2.2809 9.3013
O -3.9520 -3.0558 10.1865
N -2.4136 -1.7397 9.1558
C -2.0947 -0.8181 8.0759
C -1.3787 -2.0885 10.1113
H -4.3448 -1.9535 8.5256
H -1.2895 -1.2241 7.4644
H -1.7767 0.1384 8.4961
H -2.9653 -0.6553 7.4447
H -1.2109 -3.1661 10.0971
H -1.6937 -1.8051 11.1170
H -0.4559 -1.5733 9.8585
C -1.4565 -2.5164 -3.6216
O -0.3847 -3.0129 -3.9113
N -1.7165 -1.1972 -3.6184
C -3.0158 -0.6686 -3.2595
C -0.6577 -0.2729 -3.9832
H -2.3240 -3.1294 -3.3240
H -3.4263 -0.1008 -4.0976
H -2.9197 -0.0092 -2.3943
H -3.6976 -1.4794 -3.0108
H -0.3180 -0.4858 -4.9961
H 0.1859 -0.3995 -3.3012
H -1.0203 0.7480 -3.9326
C -1.2192 2.6832 -6.9947
O -1.5509 1.8822 -6.1386
N 0.0405 3.0965 -7.2001
C 0.3785 4.0641 -8.2254
C 1.0945 2.5556 -6.3595
H -1.9468 3.1466 -7.6810
H 1.0861 3.6218 -8.9323
H 0.8309 4.9361 -7.7572
H -0.5128 4.3772 -8.7612
H 1.1349 1.4710 -6.4680
H 0.8885 2.7854 -5.3126
H 2.0511 2.9857 -6.6446
C -1.2984 7.0418 -5.9263
O -0.9463 6.3779 -6.8842
N -1.0001 6.7514 -4.6500
C -1.4461 7.5769 -3.5442
C -0.2031 5.5654 -4.3734
H -1.9077 7.9547 -6.0358
H -0.5824 7.9552 -2.9942
H -2.0668 6.9852 -2.8692
H -2.0276 8.4195 -3.9122
H 0.7616 5.6446 -4.8770
H -0.7159 4.6796 -4.7518
H -0.0471 5.4653 -3.3028
*
```

These are the Löwdin partial charges, in e, on atoms 1 to 8:
1 C -0.038
2 C -0.369
3 O -0.070
4 C -0.045
5 C -0.291
6 C -0.675
7 O -0.010
8 O 0.023

Entry 4:
# C28H22F12NO5

3 unconnected molecules or ions with the total composition C28H22F12NO5 at a distorted geometry (ωB97M-V/def2-TZVPD, the Open Molecules 2025 dataset).

Molecular weight in g/mol: 680.5
Frontier orbital gap in eV: 7.67
DFT total energy in Eh: -2709.63381
Maximum force in Eh/bohr: 0.02119

```
! wB97M-V def2-TZVPD RIJCOSX def2/J DEFGRID3
* xyz -1 1
O 2.6785 -1.4623 -0.0421
C 2.9897 -1.7813 -1.1628
O 2.1509 -1.9745 -2.1737
C 0.8771 -1.2477 -2.2958
N 0.0106 -1.3645 -1.1878
C -0.3493 -2.7238 -0.8396
C -1.8679 -2.9175 -0.6419
O -2.5155 -1.6702 -0.4746
C -3.8930 -1.7607 -0.3105
C -4.6593 -1.4608 -1.5831
F -4.2204 -2.1514 -2.6358
F -4.6553 -0.1541 -1.9019
F -5.9665 -1.8195 -1.3818
C 0.2174 -1.9534 -3.6113
O -1.0056 -2.0551 -3.5560
O 1.0591 -2.2864 -4.4702
C 1.1307 0.2484 -2.6793
F 2.4234 0.4324 -3.0753
F 0.3432 0.5464 -3.7431
C 0.8111 1.4603 -1.7218
F 0.9823 2.5743 -2.4870
F -0.4737 1.4292 -1.3260
C 1.6906 1.7334 -0.4576
F 1.6456 3.0502 -0.1706
F 1.2067 1.0892 0.6175
F 2.9670 1.4162 -0.6429
C 4.3978 -2.0749 -1.5553
C 5.2808 -2.5296 -0.5820
C 6.5979 -2.8130 -0.9172
C 7.0318 -2.6295 -2.2280
C 6.1472 -2.1743 -3.1987
C 4.8246 -1.9064 -2.8697
H 0.3591 -0.8787 -0.3775
H -0.0305 -3.4079 -1.6227
H 0.1633 -3.0242 0.0802
H -2.2806 -3.4443 -1.5073
H -2.0410 -3.5357 0.2496
H -4.2014 -1.0385 0.4493
H -4.2174 -2.7516 0.0277
H 4.9279 -2.6610 0.4327
H 7.2925 -3.1762 -0.1698
H 8.0578 -2.8557 -2.4887
H 6.4884 -2.0379 -4.2168
H 4.1203 -1.5849 -3.6252
F -9.2677 0.7041 4.2118
C -8.4427 0.6475 3.1412
C -7.3923 1.5395 3.0659
C -6.5471 1.4783 1.9667
C -6.7654 0.5393 0.9680
C -7.8286 -0.3456 1.0719
C -8.6814 -0.2995 2.1662
H -7.2460 2.2644 3.8552
H -5.7159 2.1666 1.8915
H -6.1151 0.4898 0.1060
H -7.9961 -1.0729 0.2888
H -9.5138 -0.9822 2.2691
F 3.5366 2.1356 5.0946
C 3.6433 3.2470 4.3363
C 3.0094 3.2830 3.1106
C 3.1225 4.4319 2.3411
C 3.8643 5.5125 2.8019
C 4.4932 5.4480 4.0371
C 4.3839 4.3070 4.8193
H 2.4434 2.4257 2.7706
H 2.6327 4.4831 1.3821
H 3.9518 6.4042 2.1955
H 5.0740 6.2875 4.3961
H 4.8610 4.2327 5.7871
*
```

These are the Löwdin partial charges, in e, on atoms 1 to 8:
1 O 0.110
2 C -0.446
3 O 0.063
4 C -0.248
5 N 0.050
6 C -0.142
7 C -0.182
8 O -0.100

Entry 5:
# C6H13NO2

2 unconnected molecules or ions with the total composition C6H13NO2 at a distorted geometry (ωB97M-V/def2-TZVPD, the Open Molecules 2025 dataset).

Molecular weight in g/mol: 131.2
Frontier orbital gap in eV: 10.04
DFT total energy in Eh: -441.51885
Maximum force in Eh/bohr: 0.08624
Relative energy (zero: lowest compared OMol25 entry of this formula, charge and spin) in kcal/mol: 101.13
SMILES: CO[C@]1(N)CO1.C=CC

```
! wB97M-V def2-TZVPD RIJCOSX def2/J DEFGRID3
* xyz 0 1
C 2.4005 1.3136 0.5087
C 1.4081 -0.8611 0.6238
N 1.4330 -2.1093 -0.0787
O 2.1737 0.0572 -0.1050
O 1.3367 -0.8165 1.9515
H 2.2633 -2.1551 -0.6592
H 1.4254 -2.8692 0.5915
H 1.5163 1.9610 0.4514
H 2.6825 1.1920 1.5574
H 3.2076 1.7821 -0.0541
C -0.0419 -0.3953 1.0168
C -1.9945 1.5278 -0.9117
C -1.7177 0.0679 -0.8241
C -2.5434 -0.9330 -1.0493
H -1.3536 1.9978 -1.6603
H -3.0379 1.7076 -1.1691
H -0.7450 -1.1704 1.2867
H -0.6109 -0.2366 -0.5578
H -0.2107 0.6352 1.2967
H -1.7866 2.0199 0.0414
H -2.2077 -1.9574 -1.0334
H -3.5971 -0.7582 -1.2230
*
```

These are the Löwdin partial charges, in e, on atoms 1 to 8:
1 C -0.074
2 C -0.723
3 N 0.138
4 O -0.087
5 O -0.009
6 H 0.088
7 H 0.093
8 H 0.085

Entry 6:
# C4H7LiO2

A molecular structure, C4H7LiO2 at a distorted geometry (ωB97M-V/def2-TZVPD, the Open Molecules 2025 dataset).

Molecular weight in g/mol: 94.0
<S²>: 0.817
Frontier orbital gap (spin up / spin down) in eV: 7.79 / 7.37
DFT total energy in Eh: -314.12751
Maximum force in Eh/bohr: 0.07453
Relative energy (zero: lowest compared OMol25 entry of this formula, charge and spin) in kcal/mol: 64.60

```
! wB97M-V def2-TZVPD RIJCOSX def2/J DEFGRID3
* xyz 1 2
H -0.0013 0.2043 -1.5313
O 0.0765 0.0454 0.2833
C 0.9265 0.8442 -0.3902
Li 0.1573 2.6721 0.2074
O 2.1965 0.5482 -0.1953
C 2.7034 -0.2752 0.7211
H 2.0702 -0.6706 1.5113
H 3.7892 -0.3025 0.7416
C -1.0967 0.1030 -0.5282
H -1.5071 0.9637 -1.0691
C -2.1238 -0.8583 -0.0328
H -2.0043 -1.8448 -0.5076
H -2.0654 -0.9634 1.0597
H -3.1210 -0.4661 -0.2700
*
```

These are the Löwdin partial charges, in e, on atoms 1 to 8:
1 H 0.196
2 O -0.160
3 C -0.287
4 Li 0.833
5 O -0.017
6 C 0.121
7 H 0.104
8 H 0.107